Entry A
Density functional theory data (ωB97M-V/def2-TZVPD) for a 2-piece molecular cluster, C10H16 overall.

## Properties
HOMO level (spin up / spin down) in eV: -13.851 / -13.850
E_LUMO (spin up / spin down) in eV: -4.436 / -8.379
Gap between HOMO and LUMO (spin up / spin down) in eV: 9.4 / 5.5

ORCA input file:
```
! wB97M-V def2-TZVPD RIJCOSX def2/J DEFGRID3
* xyz 1 2
C -1.64 -1.99 -0.22
C -0.97 -0.11 1.27
C -0.93 -1.54 0.97
C -0.20 0.41 2.31
C -0.29 -2.35 1.88
C 0.75 -0.41 3.03
C 0.65 -1.80 2.81
H -1.45 0.61 0.61
H -0.35 1.35 2.97
H -1.78 -3.02 -0.22
H -1.13 -1.97 -1.21
H -0.52 -3.48 1.90
H 1.40 0.27 3.65
H 1.39 -2.59 3.14
H -2.64 -1.42 -0.22
C 0.70 1.08 -2.33
C 1.96 1.58 -1.65
C -0.57 2.16 -2.29
H 1.02 0.88 -3.36
H 0.36 0.11 -2.01
H 2.23 2.59 -1.93
H 2.69 0.89 -1.79
H -0.81 2.21 -1.30
H -0.21 3.13 -2.41
H 1.64 1.54 -0.57
H -1.29 1.87 -3.02
*
```

=====

Entry B
Density functional theory data (ωB97M-V/def2-TZVPD) for a 2-piece molecular cluster, C10H16 overall.

## Properties
HOMO level (spin up / spin down) in eV: -13.464 / -13.442
E_LUMO (spin up / spin down) in eV: -4.094 / -8.110
Gap between HOMO and LUMO (spin up / spin down) in eV: 9.4 / 5.3

ORCA input file:
```
! wB97M-V def2-TZVPD RIJCOSX def2/J DEFGRID3
* xyz 1 2
C -0.85 1.14 -2.16
C 0.77 -2.33 -2.30
C 0.71 -0.96 -2.33
C -0.01 -2.93 -1.32
C -0.39 -0.30 -1.77
C -0.81 -2.23 -0.44
C -1.15 -0.91 -0.71
H 1.47 -2.88 -2.94
H 1.50 -0.35 -2.78
H 0.00 -4.03 -1.19
H -1.25 -2.73 0.47
H -1.62 1.20 -2.75
H -0.02 1.86 -2.42
H -2.02 -0.35 -0.36
H -1.16 1.67 -1.24
C 0.82 0.84 2.38
C 0.29 1.74 3.34
C 0.34 1.15 0.98
H 2.10 0.85 2.24
H 0.59 -0.28 2.67
H -0.58 2.52 2.90
H -0.54 1.56 1.19
H 0.84 1.84 0.28
H 0.26 0.20 0.44
H -0.35 1.22 4.06
H 1.06 2.48 3.76
*
```

=====

Tell me which of them is the least stable. Sure, it is entry B.

=====

Entry A
Density functional theory data (ωB97M-V/def2-TZVPD) for a 2-piece molecular cluster, CHCl2NO overall.

## Properties
HOMO level in eV: -10.702
E_LUMO in eV: 0.227
Gap between HOMO and LUMO in eV: 10.9

ORCA input file:
```
! wB97M-V def2-TZVPD RIJCOSX def2/J DEFGRID3
* xyz 0 1
C -0.51 -0.17 0.03
N 0.42 0.88 -0.11
O -0.04 0.43 1.15
Cl -2.14 -0.02 -0.44
Cl 2.04 0.35 -0.46
H 0.24 -1.48 -0.16
*
```

=====

Entry B
Density functional theory data (ωB97M-V/def2-TZVPD) for a 2-piece molecular cluster, CHCl2NO overall.

## Properties
HOMO level in eV: -9.970
E_LUMO in eV: 0.046
Gap between HOMO and LUMO in eV: 10.0
SMILES string: [O-][N+]#CCl.Cl

ORCA input file:
```
! wB97M-V def2-TZVPD RIJCOSX def2/J DEFGRID3
* xyz 0 1
O 2.95 -1.87 0.25
N 3.04 -0.74 -0.01
C 2.93 0.43 -0.03
Cl 3.25 2.03 -0.16
Cl -0.20 -0.11 1.20
H 0.46 0.54 0.22
*
```

=====

Tell me which of them is the least stable. Sure, it is entry A.